# 1
The following is a DFT calculation (wB97M-V/def2-TZVPD) of a cluster of 2 separate species, C4H8OS in total.

Geometry as ORCA input:
```
! wB97M-V def2-TZVPD RIJCOSX def2/J DEFGRID3
* xyz 0 1
S -1.94 -0.98 0.72
O 0.93 0.98 -1.15
C -0.90 0.12 0.11
C 0.32 -0.10 -0.41
C 1.41 -1.05 0.16
C 1.52 1.83 -0.21
H 2.16 2.67 -0.76
H 1.05 -1.13 1.29
H 0.96 2.17 0.80
H 1.60 -2.20 -0.44
H 2.25 1.31 0.30
H -0.13 -0.93 -1.24
H 2.73 -0.07 0.07
H -1.14 1.26 -0.31
*
```

## Properties
Frontier orbital gap   8.3 eV
Lowest unoccupied orbital energy   -0.02051 hartree
Highest occupied orbital energy   -8.85 eV

# 2
The following is a DFT calculation (wB97M-V/def2-TZVPD) of a structure of composition C4H8OS.

Geometry as ORCA input:
```
! wB97M-V def2-TZVPD RIJCOSX def2/J DEFGRID3
* xyz 0 1
S 1.65 0.34 1.04
O -0.82 -0.95 -1.22
C -0.39 0.39 -0.66
C -0.48 -1.49 0.06
C -0.06 0.02 0.72
C -1.48 1.21 -1.14
H -2.34 1.30 -0.31
H 1.49 -0.04 2.41
H 0.51 0.84 -0.98
H -0.83 0.40 1.58
H 0.51 -1.92 -0.19
H -1.19 -2.12 0.47
H -1.40 2.62 -1.62
H -2.16 0.33 -2.12
*
```

## Properties
Frontier orbital gap   9.9 eV
Lowest unoccupied orbital energy   0.02628 hartree
Highest occupied orbital energy   -9.23 eV

# 3
The following is a DFT calculation (wB97M-V/def2-TZVPD) of an isolated molecule of C4H8OS2.

Geometry as ORCA input:
```
! wB97M-V def2-TZVPD RIJCOSX def2/J DEFGRID3
* xyz 0 1
S 2.48 0.09 -0.31
S -1.31 2.31 -1.04
O 1.50 1.20 -0.67
C -0.75 1.35 0.25
C 1.17 -1.29 -0.32
C 0.27 -0.86 0.81
C -0.97 -0.07 0.24
H 1.81 -2.20 -0.27
H 0.86 -0.18 1.47
H -2.45 1.65 -1.38
H -1.15 -0.36 -0.85
H -1.73 -0.41 0.84
H 0.70 -1.30 -1.27
H -0.06 -1.69 1.29
H -0.37 1.75 1.19
*
```

## Properties
Frontier orbital gap (spin up / spin down)   9.2 / 6.0 eV
Lowest unoccupied orbital energy (spin up / spin down)   0.01921 / -0.03181 hartree
Highest occupied orbital energy (spin up / spin down)   -8.69 / -6.87 eV

# 4
The following is a DFT calculation (wB97M-V/def2-TZVPD) of a structure of composition C4H8OS3.

Geometry as ORCA input:
```
! wB97M-V def2-TZVPD RIJCOSX def2/J DEFGRID3
* xyz 0 1
S 0.63 1.58 0.04
S -1.91 -0.94 -1.03
S 2.47 -0.35 -0.83
O -0.44 -1.27 1.76
C -1.16 1.35 0.66
C 1.17 0.01 0.27
C 0.88 -1.09 1.08
C -2.20 0.64 -0.17
H 1.48 -0.84 1.95
H -1.67 2.33 0.90
H -2.74 1.37 -0.91
H 1.23 -2.06 0.53
H -3.00 0.57 0.54
H -1.22 -1.34 1.17
H -0.83 0.82 1.51
H -0.88 -0.64 -1.75
*
```

## Properties
Frontier orbital gap   7.8 eV
Lowest unoccupied orbital energy   -0.02169 hartree
Highest occupied orbital energy   -8.41 eV

no.,E (eV)
1,-17153.4555
2,-17154.3631
3,-27991.8038
4,-38828.2867